# 1
95
Properties=species:S:1:pos:R:3 method="wB97M-V/def2-TZVPD" energy_ha=-3440.9777 total_charge=+1 homo_ev="-10.078 / -10.078" spin_multiplicity=6
C 1.563 6.530 3.049
C 0.265 5.692 -0.249
H 0.529 8.659 -0.076
H -2.847 -0.338 5.462
H 1.471 -3.325 -2.532
C -1.771 1.968 -2.250
H 0.898 3.862 -2.214
H 3.274 -3.391 -3.887
O 1.601 0.704 -0.968
C 1.779 7.914 3.013
C -4.505 -2.199 -1.420
C 0.087 -5.239 -2.019
C 3.535 -3.307 1.779
H -2.610 -3.790 0.824
C -0.984 -2.881 1.912
C 0.921 4.518 1.519
H 0.260 2.032 3.819
C 0.727 6.658 0.817
H 4.063 -2.876 -2.415
H -3.568 -4.722 2.678
C 1.080 5.929 1.918
Sm 0.225 2.009 0.449
C -3.841 -0.859 -0.817
C -2.801 -0.115 3.318
C -2.677 -4.225 2.896
H 0.210 -1.857 3.298
H 4.213 -0.602 -3.129
H 3.889 -4.180 2.349
C 0.162 -4.488 -0.885
H 1.747 5.916 3.924
C -1.560 3.130 -4.354
C -3.457 -0.746 0.513
N 2.068 -2.506 -2.465
H 2.381 -0.350 -5.325
C -0.758 -2.626 -2.045
C 0.829 8.087 0.769
H -0.662 -5.400 -4.010
C -0.550 -2.579 3.200
C -0.479 -4.690 -3.173
H 4.285 -1.389 -4.707
C -1.050 -3.201 4.280
C 1.419 8.671 1.874
N -0.998 1.154 2.478
H -1.130 -1.614 -2.031
H -3.656 -0.729 3.177
H 1.557 9.783 1.880
C 1.762 0.202 0.172
C -0.893 -3.379 -3.209
H 1.511 -3.912 2.083
O -4.484 -3.124 -0.611
H -2.505 -4.681 4.968
C 1.604 -2.117 0.952
C 3.807 -1.203 0.678
H 0.557 -4.886 0.020
H -3.841 -1.477 1.229
C 3.668 -1.205 -3.846
H 2.266 8.395 3.856
C 4.368 -2.280 1.342
H -3.653 -0.049 -2.768
C -2.372 0.116 4.606
H 4.391 -0.353 0.346
C -2.080 0.395 2.250
C 2.430 -1.116 0.470
C -0.266 -3.162 -0.875
C -2.249 2.264 -3.522
C -1.278 0.924 4.858
H -1.371 -2.973 -4.100
H 0.416 -6.267 -2.065
N 0.528 4.423 0.239
H -0.827 1.163 5.792
C -0.398 3.683 -3.897
N -2.054 1.154 -0.007
H -1.910 3.330 -5.364
H 2.220 -2.288 -1.454
C -2.574 0.279 0.839
H -0.642 -3.123 5.250
H 0.072 4.447 -4.528
H -3.163 1.791 -3.866
C -3.310 0.036 -1.732
C 3.342 -2.580 -3.197
O -4.831 -2.118 -2.600
O -0.252 5.944 -1.315
N 2.460 -0.554 -4.330
H 2.213 0.287 -3.832
N -0.667 2.546 -1.814
C -2.452 1.060 -1.316
O 1.125 3.486 2.190
P -0.178 -1.990 0.532
C -2.088 -4.089 4.167
C 0.015 3.400 -2.616
C 2.148 -3.195 1.632
C -0.630 1.389 3.709
C -2.137 -3.645 1.774
H 1.625 -1.666 -2.834
H 5.441 -2.277 1.519

# 2
95
Properties=species:S:1:pos:R:3 method="wB97M-V/def2-TZVPD" energy_ha=-6491.0036 total_charge=+2 homo_ev="-12.408 / -12.408" spin_multiplicity=6
O 0.885 2.482 -0.409
H -1.496 5.068 3.110
H 0.476 3.314 -0.786
H -3.309 1.192 -0.580
C -1.222 0.219 4.142
C 1.239 -3.674 1.866
Fe -0.094 -0.002 -0.044
H 4.369 5.370 0.282
N 0.659 -2.070 0.194
C 0.165 6.284 -1.474
C 1.090 7.242 -1.044
O -0.753 0.244 -1.787
C -3.367 0.986 0.482
H -6.536 -4.432 -0.096
H -4.583 2.768 0.827
H -1.740 2.470 -1.694
C 4.338 2.006 0.563
C 1.037 -2.925 -0.765
C -4.554 0.033 2.834
H -1.790 0.893 4.765
H 2.940 6.911 -0.030
Br 6.596 3.647 1.063
C -1.871 0.104 -2.459
O 2.464 0.515 0.104
H 0.295 -2.791 4.198
C -0.999 0.506 2.802
C -1.139 8.037 -2.411
H -2.736 -1.840 -2.629
C -2.688 -4.281 0.157
H 3.982 -0.682 0.892
H -0.385 10.032 -2.147
C -2.169 3.275 -1.098
C -2.840 -0.974 -1.965
H -1.893 5.229 0.663
H 1.312 -3.958 2.904
H 0.783 -3.319 -2.848
P -2.493 -1.590 -0.279
C 2.635 4.124 -0.059
H 0.210 -1.714 -2.329
H -3.729 -1.868 2.345
C -3.310 -0.423 0.814
H -4.963 -0.311 3.773
C 3.017 1.763 0.237
H 1.650 9.330 -0.924
C -4.870 1.337 2.372
H 4.094 -0.335 -0.858
C -1.275 2.930 3.034
C -1.541 4.182 2.492
C 2.151 2.814 -0.060
H -0.884 -1.224 5.688
C 0.723 -2.448 1.484
C 4.799 3.319 0.611
H 5.025 1.205 0.781
C -1.900 3.123 0.366
C -4.725 -5.546 0.190
H 1.927 -2.034 -2.489
C 0.114 -1.515 2.474
H -1.607 -4.234 0.224
C 0.973 -2.474 -2.188
C 3.414 -0.547 -0.030
N 2.107 6.527 -0.439
H -5.386 -2.267 -0.316
C -0.730 -0.973 4.648
C 1.772 5.213 -0.516
C 0.924 8.604 -1.262
C -4.339 1.787 1.211
H -2.776 -6.404 0.445
H -5.567 1.947 2.928
C -1.785 4.273 1.144
C -3.824 -0.832 2.043
C -3.420 -3.112 -0.061
C 1.532 -4.189 -0.445
C 1.660 -4.557 0.877
C -0.965 6.687 -2.190
H 1.827 -4.856 -1.242
C -4.811 -3.169 -0.148
C -3.343 -5.498 0.281
N -1.813 1.901 0.938
H -3.864 -0.620 -2.104
H -1.724 4.212 -1.428
N 0.611 5.020 -1.106
H -5.238 -6.494 0.283
C -0.212 8.984 -1.947
C -0.063 -1.850 3.812
H -1.672 5.981 -2.603
C 3.964 4.370 0.295
O -2.153 0.761 -3.429
H -0.919 2.835 4.049
C -1.410 1.814 2.233
H -3.240 3.347 -1.307
C -5.459 -4.384 -0.023
H 2.856 -1.446 -0.238
N -0.332 -0.339 2.001
H 2.066 -5.523 1.145
H -2.000 8.374 -2.971

# 3
103
Properties=species:S:1:pos:R:3 method="wB97M-V/def2-TZVPD" energy_ha=-4449.3346 total_charge=-1 homo_ev=-4.673
H -12.832 -13.864 13.466
C -15.194 -14.205 11.064
C -13.985 -11.427 14.031
H -18.060 -9.443 3.187
C -17.265 -15.634 8.279
C -12.923 -9.472 15.816
C -14.648 -5.719 11.355
C -15.825 -12.921 11.139
N -20.832 -10.462 10.565
N -18.605 -10.535 7.480
H -14.769 -3.545 11.118
H -16.910 -8.802 4.401
C -16.726 -14.771 9.287
C -18.112 -9.654 6.563
H -22.256 -8.868 10.850
C -13.676 -13.628 12.854
H -20.749 -12.322 5.483
C -21.227 -11.871 10.847
H -13.610 -15.497 11.814
H -15.265 -16.123 10.137
C -18.184 -3.361 9.001
C -18.384 -5.779 9.291
C -14.045 -9.195 15.070
N -16.052 -10.844 12.281
C -17.843 -17.371 6.570
C -15.335 -11.974 12.097
H -22.056 -9.951 12.200
O -19.976 -12.314 8.037
C -14.565 -10.129 14.086
H -16.276 -9.049 13.283
H -20.672 -7.870 8.310
C -19.737 -9.394 14.205
N -16.440 -2.072 9.836
H -17.827 -18.293 5.978
N -19.469 -8.729 12.901
C -15.246 -4.513 10.972
H -22.310 -12.113 10.748
H -19.394 -11.402 14.957
C -17.030 -3.266 9.798
H -21.039 -11.123 14.464
C -15.679 -15.145 10.168
C -18.737 -16.367 6.579
N -19.052 -6.940 9.103
H -21.285 -7.639 12.512
N -13.077 -8.760 7.919
H -18.845 -9.218 14.815
C -15.328 -6.888 10.980
H -20.862 -10.298 9.556
H -20.094 -7.808 11.186
C -20.193 -6.906 8.406
N -16.503 -6.886 10.354
H -21.667 -5.805 7.264
S -14.711 -7.650 15.516
C -19.513 -10.703 4.842
C -20.119 -4.549 8.094
C -20.002 -11.542 5.792
N -16.812 -12.590 10.307
C -20.728 -5.774 7.814
N -18.543 -9.822 5.206
H -20.644 -13.398 12.340
N -14.783 -9.535 9.515
N -19.711 -11.601 12.910
H -21.746 -12.119 12.935
C -13.552 -7.446 16.743
H -20.628 -8.955 14.698
H -18.081 -13.109 8.816
C -17.968 -8.966 4.157
H -18.846 -7.941 13.001
C -17.261 -13.470 9.437
C -12.644 -8.470 16.821
C -13.232 -8.600 6.620
H -14.908 -7.888 11.116
C -19.531 -11.494 7.189
C -18.920 -4.562 8.767
C -18.416 -15.366 7.550
C -19.982 -10.931 14.165
H -18.494 -7.991 4.211
N -18.565 -2.191 8.446
H -12.340 -10.323 15.610
N -13.183 -8.359 5.478
H -13.697 -5.710 11.896
C -17.080 -5.757 10.015
S -17.410 -1.084 8.913
H -19.321 -10.963 12.220
H -13.578 -6.510 17.354
H -19.612 -16.266 5.918
H -19.901 -10.667 3.830
C -16.428 -4.498 10.272
H -20.739 -12.460 10.098
C -15.636 -9.939 13.197
K -17.601 -9.665 9.958
C -14.028 -9.175 8.700
H -20.560 -3.599 7.820
C -14.312 -12.351 13.019
C -21.485 -9.443 11.388
H -19.007 -14.480 7.774
C -20.836 -12.304 12.280
S -16.588 -17.158 7.754
O -17.343 -8.734 6.859
H -11.791 -8.557 17.490
C -20.587 -8.332 12.019
H -13.212 -11.738 14.760
C -14.094 -14.537 11.924